# 1
The following is a DFT calculation (wB97M-V/def2-TZVPD) of a molecular structure, C34H39BrMgN4O2P2 in a non-equilibrium geometry.

- HOMO-LUMO gap: 7.0 eV
- Energy relative to the best compared isomer or geometry (same formula, charge and spin): 0.0 kJ/mol
- Lowest unoccupied orbital energy: -0.50 eV
- Maximum force: 0.0696 Eh/bohr

Geometry as ORCA input:
```
! wB97M-V def2-TZVPD RIJCOSX def2/J DEFGRID3
* xyz 0 1
Mg 0.35139 2.51018 0.60031
C -1.78273 -5.84731 0.74162
C -0.54308 -5.50910 0.36052
C 0.06162 -5.76177 -0.98909
C -0.91274 -5.66893 -2.19010
C -1.87438 -4.49908 -2.18984
C -3.09357 -4.52806 -1.65461
C -3.72076 -5.73484 -0.99504
C -2.78186 -6.59075 -0.10436
C -1.31075 3.74627 -0.00953
H -2.12431 -5.62879 1.76356
H 0.14855 -5.08350 1.09432
H 0.54373 -6.75598 -1.02469
H 0.88249 -5.04025 -1.13172
H -0.29659 -5.59399 -3.09942
H -1.45177 -6.62222 -2.27635
H -1.51839 -3.60277 -2.72287
H -3.76323 -3.66047 -1.73489
H -4.16165 -6.41628 -1.74558
H -4.56906 -5.38806 -0.38345
H -3.42524 -7.16198 0.58367
H -2.29198 -7.33882 -0.74028
H -1.19581 4.26554 0.97293
H -2.35381 3.44230 -0.16777
H -1.05587 4.47096 -0.78264
P -0.36872 1.13639 -1.48480
P 1.34549 0.13503 0.72832
N -2.04482 0.92824 -1.97123
N 0.25375 1.92185 -2.94956
N 0.37467 -0.95093 1.72529
N 2.84853 -0.13772 1.57339
C 0.23644 -0.57563 -1.72676
C 1.44259 -0.86868 -0.79696
C -3.14323 1.31657 -1.19540
C -4.30527 1.02448 -1.88588
C -3.92692 0.38686 -3.10961
C -2.53762 0.33966 -3.14084
C -0.08034 3.23731 -3.30128
C 0.65843 3.60115 -4.41814
C 1.47163 2.48201 -4.78322
C 1.20698 1.47053 -3.86901
C -0.66456 -0.51715 2.55871
C -1.39365 -1.63144 2.96385
C -0.77686 -2.78776 2.38729
C 0.32517 -2.34572 1.67173
C 3.33010 -1.29354 2.19857
C 4.55193 -0.99942 2.78956
C 4.85128 0.37224 2.50495
C 3.79859 0.88284 1.75845
H 0.51399 -0.77190 -2.77487
H -0.60519 -1.24463 -1.47158
H 1.49999 -1.94272 -0.57015
H 2.39178 -0.56617 -1.26970
H -2.97616 1.73041 -0.21267
H -5.30477 1.24412 -1.54337
H -4.60655 0.01709 -3.86363
H -1.86762 -0.06956 -3.88380
H -0.78090 3.79308 -2.69911
H 0.62454 4.56780 -4.89896
H 2.17300 2.44869 -5.60670
H 1.64102 0.48728 -3.77470
H -0.77291 0.53623 2.78978
H -2.27038 -1.63225 3.59145
H -1.11144 -3.81416 2.45135
H 1.08948 -2.91325 1.14861
H 2.75259 -2.20768 2.19077
H 5.15671 -1.68491 3.36667
H 5.73143 0.91203 2.81393
H 3.61284 1.86324 1.34407
Br -0.39077 5.01335 4.51359
C 1.15835 5.85768 3.86891
C 1.60703 7.03061 4.48828
C 2.57491 7.81539 3.85458
C 3.14661 7.41956 2.64415
C 2.79388 6.18470 2.11222
C 1.84031 5.37720 2.72785
C 1.45331 4.14894 1.98323
O 1.64643 4.15746 0.71138
O 0.91028 3.12772 2.53825
H 1.18552 7.35006 5.44301
H 2.86837 8.75962 4.29491
H 3.86532 8.04495 2.10572
H 3.23521 5.83055 1.18441
*
```

# 2
The following is a DFT calculation (wB97M-V/def2-TZVPD) of a gas-phase ion, C4H11N2 (charge +1) in a non-equilibrium geometry.

- HOMO-LUMO gap: 9.5 eV
- SMILES: C=C(N)CC[NH3+]
- Energy relative to the best compared isomer or geometry (same formula, charge and spin): 389.5 kJ/mol
- Lowest unoccupied orbital energy: -3.76 eV
- Maximum force: 0.1210 Eh/bohr

Geometry as ORCA input:
```
! wB97M-V def2-TZVPD RIJCOSX def2/J DEFGRID3
* xyz 1 1
C -0.06457 1.81734 0.28935
C 0.30883 0.84558 -0.74212
N -0.55156 0.89409 -1.85720
C 1.16951 -0.31848 -0.26950
C 0.27673 -1.51124 0.28687
N -0.77952 -0.84638 1.14049
H -1.13646 2.32145 0.37523
H 0.57557 2.15991 1.09225
H -0.23836 0.90745 -2.75041
H -1.28257 0.09974 -1.73766
H 2.03361 -0.48108 -1.03098
H 1.80516 0.00182 0.65336
H 0.89525 -2.20494 0.95515
H -0.15303 -1.89824 -0.61719
H -1.28571 -0.07644 0.65356
H -0.15981 -0.30764 1.73583
H -1.41308 -1.40295 1.82297
*
```

# 3
The following is a DFT calculation (wB97M-V/def2-TZVPD) of 2 unconnected molecules or ions with the total composition FHNO in a non-equilibrium geometry.

- HOMO-LUMO gap: 8.4 eV
- Energy relative to the best compared isomer or geometry (same formula, charge and spin): 10.4 kJ/mol
- Lowest unoccupied orbital energy: 5.54 eV
- Maximum force: 0.0597 Eh/bohr

Geometry as ORCA input:
```
! wB97M-V def2-TZVPD RIJCOSX def2/J DEFGRID3
* xyz -1 1
N -0.31106 0.07252 -0.97900
O -1.51350 0.12020 -1.03800
F 0.30260 1.87438 -0.61841
H -0.14317 -0.24369 0.11897
*
```

# 4
The following is a DFT calculation (wB97M-V/def2-TZVPD) of 15 unconnected molecules or ions with the total composition C24H69Cl2N2O14S.

- HOMO-LUMO gap: 6.6 eV
- Lowest unoccupied orbital energy: -4.86 eV
- Maximum force: 0.0101 Eh/bohr

Geometry as ORCA input:
```
! wB97M-V def2-TZVPD RIJCOSX def2/J DEFGRID3
* xyz 1 1
C 2.57237 -0.60518 -1.40501
C 1.47322 -1.00382 -2.39142
S 0.20027 -2.01408 -1.55783
C -1.23382 -1.71549 -2.61937
C -2.40645 -1.11585 -1.89218
C -3.66365 -1.69579 -2.09964
N -4.74096 -1.23465 -1.48876
N -4.77168 -0.19160 -0.67929
C -3.61789 0.39138 -0.46259
C -2.39099 -0.03465 -1.03069
C -1.18297 0.72751 -0.62888
Cl -0.60762 0.26323 0.92334
C -0.64520 1.70213 -1.35515
C -1.18050 2.13838 -2.68762
Cl 0.70969 2.56165 -0.75040
H 2.94125 0.38289 -1.68178
H 2.21487 -0.56390 -0.37933
H 3.42301 -1.27738 -1.48527
H 0.96942 -0.12322 -2.79227
H 1.86710 -1.59306 -3.21660
H -1.55367 -2.66410 -3.05184
H -0.95901 -1.07760 -3.46212
H -3.77589 -2.54686 -2.76098
H -5.63948 -1.69007 -1.61343
H -3.64564 1.25340 0.19371
H -0.41657 2.68501 -3.23418
H -1.47696 1.28579 -3.29918
H -2.02903 2.81180 -2.55923
C 3.39675 -1.32297 2.62838
O 2.43620 -1.89734 1.74319
H 4.34700 -1.82047 2.45190
H 3.52787 -0.25292 2.44763
H 3.11172 -1.47634 3.67232
H 1.59392 -1.46670 1.91014
C -3.87811 4.54593 1.16636
O -3.42575 3.18962 1.19426
H -3.66416 4.92988 0.17241
H -4.95264 4.61242 1.34501
H -3.34913 5.15357 1.90177
H -3.60050 2.84234 2.07516
C 5.26174 2.65568 2.31894
O 4.29652 2.04615 1.44239
H 6.21985 2.17630 2.13491
H 5.35010 3.72326 2.11269
H 4.98003 2.50675 3.36092
H 3.45385 2.47589 1.60808
C 6.94462 1.10506 -0.72572
O 5.82579 0.24649 -0.90174
H 7.62561 0.93297 -1.55589
H 6.63098 2.15242 -0.73167
H 7.46388 0.88201 0.21033
H 5.23269 0.40902 -0.15798
C -7.23624 2.45736 0.96184
O -6.86072 2.14937 -0.37551
H -7.78828 3.39373 0.92953
H -7.88144 1.68767 1.39128
H -6.36198 2.58688 1.60685
H -6.37362 1.32104 -0.36810
C -3.48192 -5.70414 -2.42532
O -3.30416 -5.06353 -1.15802
H -2.96634 -6.65681 -2.38414
H -4.53902 -5.87807 -2.64039
H -3.03790 -5.12084 -3.23783
H -3.76084 -4.22158 -1.18334
C 5.15483 7.07832 2.99313
O 5.85771 5.97153 3.54503
H 5.40988 7.11852 1.93666
H 4.07191 6.96048 3.08833
H 5.45036 8.02175 3.45807
H 5.64393 5.91888 4.48070
C -9.63620 1.77878 -2.18466
O -11.03365 1.97462 -2.32381
H -9.49750 0.94791 -1.49584
H -9.16843 1.52353 -3.14213
H -9.13483 2.65463 -1.76915
H -11.18399 2.71099 -2.92227
C -0.41982 -8.16351 -4.38146
O -1.22089 -6.97723 -4.39185
H -1.09802 -8.99952 -4.53647
H 0.31527 -8.15070 -5.18866
H 0.10119 -8.28272 -3.43273
H -0.62411 -6.23481 -4.26403
C 6.79791 2.85769 5.69679
O 5.66878 1.98974 5.60398
H 7.42714 2.64032 4.83655
H 6.50355 3.90836 5.65953
H 7.37017 2.68806 6.60772
H 5.09632 2.15305 6.35812
C -5.76535 0.02204 -5.52017
O -5.03579 -0.95723 -4.76645
H -5.35422 0.00935 -6.52526
H -6.82610 -0.22643 -5.56936
H -5.64438 1.02144 -5.09814
H -5.42842 -0.96487 -3.89176
C -3.39215 -1.78515 2.75594
O -3.72599 -0.40361 2.87966
H -4.25134 -2.35682 3.09558
H -3.18184 -2.03838 1.71047
H -2.52486 -2.04037 3.36710
H -2.95443 0.10104 2.60256
C 10.14130 4.71441 6.83723
O 8.73357 4.92490 6.79584
H 10.32018 3.92006 7.55801
H 10.53232 4.40094 5.86606
H 10.67593 5.60894 7.16476
H 8.56180 5.62951 6.16466
C 2.56786 -9.70112 -2.18253
O 2.37764 -8.37404 -2.66187
H 2.04851 -10.36294 -2.87208
H 3.62445 -9.97710 -2.16456
H 2.14637 -9.83605 -1.18344
H 2.83380 -7.77317 -2.06640
*
```

# 5
The following is a DFT calculation (wB97M-V/def2-TZVPD) of 8 unconnected molecules or ions with the total composition C19H56N2O8 in a non-equilibrium geometry.

- HOMO-LUMO gap (spin up / spin down): 1.9 / 9.4 eV
- <S²>: 0.75
- Lowest unoccupied orbital energy (spin up / spin down): 2.27 / 2.18 eV
- Maximum force: 0.0776 Eh/bohr

Geometry as ORCA input:
```
! wB97M-V def2-TZVPD RIJCOSX def2/J DEFGRID3
* xyz -1 2
C -3.06381 0.17278 -1.44553
O -2.28307 -0.66379 -0.59180
H -2.48783 0.59249 -2.27027
H -3.80344 -0.40242 -2.00248
H -3.66773 0.83435 -0.82448
H -2.95005 -1.30354 -0.33207
C 1.87418 1.32776 0.64264
C 0.40976 1.03126 0.41415
O -0.06897 -0.07726 1.10415
H 2.36404 1.98801 -0.07305
H 2.44913 0.40272 0.59974
H 2.00546 1.71411 1.65338
H 0.18620 0.78129 -0.62298
H -0.14459 1.94743 0.61770
H -0.87128 -0.38335 0.67496
C 0.56305 2.45897 4.81763
C -0.84287 2.89194 4.40479
O -1.88358 2.80245 5.44570
H 0.32649 1.64608 5.50417
H 1.05645 3.23931 5.39706
H 1.18584 2.17062 3.97081
H -1.18078 2.29317 3.55898
H -0.75445 3.89230 3.98103
H -2.60222 3.39555 5.21464
C 5.40941 1.23029 -0.77771
C 5.26598 1.56862 0.76281
O 5.46370 0.37182 1.50983
H 6.31340 0.62143 -0.79188
H 5.53605 2.11337 -1.40399
H 4.60929 0.60517 -1.17411
H 4.33638 2.12474 0.88399
H 6.05016 2.21979 1.14898
H 5.39676 0.71358 2.40444
C 1.40338 4.00151 -2.10957
C 0.49714 3.65845 -3.32002
O 0.69548 4.64751 -4.35113
H 2.45411 3.71608 -2.16055
H 1.04815 3.56149 -1.17775
H 1.51055 5.05783 -1.86297
H -0.52042 3.58277 -2.93668
H 0.79994 2.74316 -3.82859
H -0.20336 4.86175 -4.61150
C -3.06992 3.57696 -0.18008
C -2.62031 3.87256 1.32734
O -3.42187 4.95743 1.81116
H -3.34763 4.46267 -0.75149
H -3.82831 2.80840 -0.32933
H -2.13760 3.27018 -0.65418
H -1.58093 4.06314 1.59470
H -2.79646 2.94810 1.87730
H -2.93341 5.76823 1.97123
C -2.63802 -7.30509 3.24001
C -1.72666 -6.17888 3.79908
C -2.17477 -4.78868 3.18205
O -1.42631 -3.83356 3.89460
C -1.42131 -2.50776 3.36429
N -1.90186 -6.16493 5.23354
H -2.55004 -8.23831 3.79631
H -2.42690 -7.46989 2.18343
H -3.67708 -7.02569 3.41435
H -0.68732 -6.40810 3.56384
H -3.22050 -4.51997 3.33155
H -1.86502 -4.72415 2.13898
H -1.06224 -1.86161 4.16533
H -2.47546 -2.24806 3.26718
H -0.79929 -2.50970 2.46919
H -1.44017 -5.34118 5.59186
H -2.86767 -5.92185 5.40152
C 0.06396 -1.03264 -6.90299
C 1.29374 -1.34016 -5.98842
C 0.78775 -1.37172 -4.54110
O 1.96553 -1.73806 -3.85296
C 1.71218 -2.23808 -2.53018
N 1.86960 -2.54198 -6.49485
H -0.72227 -1.78477 -6.83791
H 0.31649 -0.80253 -7.93807
H -0.34379 -0.09548 -6.52408
H 2.00390 -0.53032 -6.15554
H -0.02243 -2.09749 -4.47067
H 0.37514 -0.41294 -4.22707
H 1.54755 -3.30239 -2.36212
H 0.89203 -1.73700 -2.01599
H 2.54377 -1.90751 -1.90787
H 2.64869 -2.61429 -5.85618
H 1.28359 -3.28407 -6.13989
*
```

# 6
The following is a DFT calculation (wB97M-V/def2-TZVPD) of 3 unconnected molecules or ions with the total composition C2H2F3O6PS in a non-equilibrium geometry.

- HOMO-LUMO gap (spin up / spin down): 5.7 / 5.7 eV
- Energy relative to the best compared isomer or geometry (same formula, charge and spin): 132.0 kJ/mol
- Lowest unoccupied orbital energy (spin up / spin down): 5.95 / 5.95 eV
- Maximum force: 0.0433 Eh/bohr

Geometry as ORCA input:
```
! wB97M-V def2-TZVPD RIJCOSX def2/J DEFGRID3
* xyz -2 1
C 1.42347 -0.27563 -1.30113
C -1.63181 1.61723 1.26156
O -0.28140 -1.88905 -2.60340
O -0.00190 -1.75678 -0.02662
O -1.44426 -0.00390 -1.28843
O 1.75705 -1.14993 1.63255
O 2.37790 -2.55870 -0.21321
O 2.32679 0.09382 -1.96909
F -1.45430 2.47610 2.29546
F -2.23326 0.54851 1.79094
F -2.53022 2.21461 0.46784
P -0.31173 -0.93361 -1.46482
S 1.58519 -1.41552 0.22100
H 1.09130 1.63820 0.44069
H -0.67280 1.39463 0.75666
*
```